Entry 1:
Computed, not measured: C4H3FS2 in the gas phase at a distorted geometry, with ωB97M-V with the def2-TZVPD basis set.

Positions of all 10 atoms, in Å:
C1 0.006 -0.659 -1.788
C2 0.426 -0.278 -0.559
F1 1.723 -0.166 -0.252
C3 -0.469 -0.008 0.596
S1 -1.930 -0.707 0.764
C4 0.037 0.851 1.679
S2 0.857 2.197 1.423
H1 0.739 -0.879 -2.553
H2 -0.993 -0.930 -1.992
H3 -0.397 0.580 2.681

Forces on atoms 1 to 6 (eV/Å):
C 1.89 0.11 1.51
C -1.34 -0.43 -1.25
F 0.17 0.09 -0.32
C 0.09 -0.94 -0.19
S 0.25 0.33 -0.08
C -1.03 -0.05 1.09

* relative energy (zero: lowest compared OMol25 entry of this formula, charge and spin): 33.53 kcal per mole
* gap between HOMO and LUMO: 7.20 eV
* SMILES: C=C(F)C(=S)C=S
* E_HOMO: -0.3373 Eh
* largest force on an atom: 2.42 eV Å⁻¹
* spin multiplicity: 1

***

Entry 2:
Computed, not measured: a molecular structure, C4H3FS3 at a distorted geometry, with ωB97M-V with the def2-TZVPD basis set.

Positions of all 11 atoms, in Å:
C1 0.881 -0.229 1.359
C2 0.586 -0.532 -0.214
C3 -0.249 0.487 -0.845
C4 -1.592 0.279 -1.241
H1 0.538 -0.916 2.062
H2 1.979 -0.189 1.692
H3 -2.103 0.717 -2.422
F1 0.203 0.866 1.636
S1 1.504 -1.700 -0.977
S2 0.657 1.939 -0.979
S3 -2.405 -0.722 -0.071

Forces on atoms 1 to 6 (eV/Å):
C 1.85 -0.84 -1.99
C 2.85 -1.97 1.98
C 3.03 3.18 -1.01
C -3.93 -1.73 -0.97
H -1.12 -2.25 0.39
H -1.11 0.54 -1.40

* relative energy (zero: lowest compared OMol25 entry of this formula, charge and spin): 61.00 kcal per mole
* gap between HOMO and LUMO: 6.47 eV
* E_HOMO: -0.3340 Eh
* largest force on an atom: 4.70 eV Å⁻¹
* spin multiplicity: 1

***

Entry 3:
Computed, not measured: a molecular structure, C4H3GdLiO6 at a distorted geometry, with ωB97M-V with the def2-TZVPD basis set.

Positions of all 15 atoms, in Å:
O1 3.716 -0.634 -1.420
C1 2.772 0.148 -1.092
O2 3.021 1.379 -0.918
O3 1.606 -0.380 -0.806
C2 0.683 0.338 -0.038
O4 -1.130 0.045 1.374
C3 -2.396 -0.432 1.626
C4 -0.515 -0.254 0.182
O5 -2.751 -1.495 1.076
O6 -3.203 0.405 2.083
Gd1 5.552 1.114 -1.772
Li1 -4.591 -0.556 0.966
H1 0.845 1.412 0.038
H2 -0.701 -1.274 -0.163
H3 -2.910 0.183 -1.137

Forces on atoms 1 to 6 (eV/Å):
O 1.46 0.26 -1.01
C 0.74 0.68 1.04
O 1.02 0.53 -0.68
O 0.01 -0.19 -0.60
C -1.51 0.76 -0.97
O 0.28 1.02 -0.18

* relative energy (zero: lowest compared OMol25 entry of this formula, charge and spin): 49.83 kcal per mole
* gap between HOMO and LUMO (alpha / beta): 5.78 / 4.97 eV
* charge: +1
* E_HOMO (alpha / beta): -0.3993 / -0.3987 Eh
* largest force on an atom: 3.85 eV Å⁻¹
* spin multiplicity: 8

***

Entry 4:
Computed, not measured: a molecular structure, C4H3HgO2 at a distorted geometry, with ωB97M-V with the def2-TZVPD basis set.

Positions of all 10 atoms, in Å:
C1 0.786 -1.755 -1.218
C2 0.569 -0.734 -0.571
C3 0.243 0.456 0.023
C4 -0.956 0.830 0.656
H1 0.816 1.263 0.951
H2 -1.868 0.908 0.046
O1 0.986 -2.750 -2.003
H3 1.017 -3.598 -1.531
O2 -0.610 1.686 1.567
Hg1 -0.983 3.692 2.080

Forces on atoms 1 to 6 (eV/Å):
C -0.29 0.86 0.34
C 0.04 -0.32 -1.18
C 2.00 0.03 3.80
C 0.63 2.69 -1.76
H 0.62 -2.65 -3.43
H -0.50 -0.67 1.20

* relative energy (zero: lowest compared OMol25 entry of this formula, charge and spin): 0.00 kcal per mole
* gap between HOMO and LUMO (alpha / beta): 8.64 / 6.03 eV
* charge: +1
* E_HOMO (alpha / beta): -0.4744 / -0.4933 Eh
* largest force on an atom: 4.38 eV Å⁻¹
* spin multiplicity: 3